No. 1
The following is a DFT calculation (the ωB97M-V functional and the def2-TZVPD basis) of a structure of composition C30H19AsF15GeN4O2RhS2Se at a distorted geometry.

Computed properties:
- HOMO-LUMO gap (spin up / spin down) (eV) = 5.99 / 5.89
- net charge = 0
- LUMO energy (spin up / spin down) (eV) = -2.23 / -2.27
- HOMO energy (spin up / spin down) (eV) = -8.211 / -8.161

Geometry (Å):
Rh  0.89750  1.09274  0.01154
O  4.44741  1.69551  0.10106
S  3.84867  0.90679  -0.99486
N  2.38911  1.24257  -1.24977
C  2.29512  4.47069  -0.21290
As  0.62501  3.52295  -0.52086
C  0.41727  3.81488  -2.43592
C  -0.73068  4.74472  0.27296
C  -0.41586  6.18012  0.01723
C  -0.95722  6.85234  -1.07648
C  -0.65249  8.18451  -1.30955
C  0.20639  8.86493  -0.46023
C  0.74626  8.20694  0.63566
C  0.43069  6.88054  0.87553
H  2.24244  5.48555  -0.60337
H  3.08978  3.91890  -0.71132
H  2.51037  4.49410  0.85455
H  0.47961  4.87818  -2.66466
H  -0.53079  3.41169  -2.79036
H  1.23086  3.28234  -2.92715
H  -0.75250  4.51925  1.33920
H  -1.69126  4.46006  -0.15714
H  -1.63548  6.32938  -1.74111
H  -1.09468  8.69677  -2.15381
H  0.45265  9.90095  -0.64898
H  1.40566  8.73309  1.31273
H  0.83636  6.37731  1.74507
C  -4.46618  0.35351  0.82648
N  -3.21879  1.07935  0.71000
C  -2.08017  0.78670  1.37926
N  -2.12334  -0.20789  2.26933
O  -1.06250  1.49961  1.18436
H  -5.23511  0.87403  0.26197
H  -4.78089  0.30853  1.87108
H  -4.37767  -0.66659  0.44207
H  -3.10306  1.73310  -0.04292
H  -2.91408  -0.82333  2.32557
H  -1.28302  -0.43441  2.79029
Se  2.27884  1.32334  2.02668
C  1.16505  0.31383  3.02107
N  0.47376  -0.37307  3.64123
F  -2.69759  -2.70429  0.51668
C  -2.65611  -3.45905  -0.59538
C  -1.42103  -3.74649  -1.14934
C  -1.41634  -4.46939  -2.32861
F  -0.25328  -4.73318  -2.93714
C  -2.58501  -4.92806  -2.91447
F  -2.55146  -5.62411  -4.05041
C  -3.80113  -4.65154  -2.31237
F  -4.93021  -5.08783  -2.86045
C  -3.84137  -3.90440  -1.14511
F  -5.01639  -3.61561  -0.57961
Ge  0.17354  -2.86316  -0.34744
S  -0.22099  -0.81627  -0.90159
C  1.76283  -3.82574  -1.08001
C  2.80343  -3.23218  -1.76459
F  2.82128  -1.90205  -1.89913
C  3.83303  -3.97624  -2.31716
F  4.83037  -3.38429  -2.97571
C  3.82221  -5.35532  -2.18394
F  4.79382  -6.08107  -2.72597
C  2.80396  -5.97829  -1.47658
F  2.80735  -7.30229  -1.32592
C  1.79724  -5.20206  -0.93598
F  0.79991  -5.79647  -0.26089
C  0.38127  -3.47919  1.53471
C  -0.40855  -4.38462  2.21819
F  -1.52016  -4.86488  1.65075
C  -0.05514  -4.83889  3.47761
F  -0.81613  -5.73302  4.11103
C  1.10777  -4.37647  4.07505
F  1.45667  -4.82848  5.27445
C  1.91635  -3.46714  3.41299
F  3.04173  -3.03075  3.97296
C  1.53819  -3.04999  2.15291
F  2.33691  -2.22173  1.45699

Forces on the atoms, in the same order (eV/Å):
-1.3371 2.3612 0.3764
0.3096 -1.1178 -0.2938
-1.4352 2.6241 0.0933
1.5363 -2.4039 -0.1586
-0.0592 -0.0529 -0.0110
1.0116 -0.0070 0.4889
-0.0518 -0.3948 0.0840
0.0660 -0.6237 0.0904
0.0509 0.1937 -0.0660
0.0192 -0.0983 0.0428
-0.0175 0.0657 -0.0674
0.0238 -0.0391 -0.0228
-0.0106 0.0440 0.0437
-0.0607 -0.0608 0.0272
-0.0478 -0.0206 0.0069
-0.0437 -0.0670 0.0203
-0.0142 -0.0100 -0.0124
-0.0126 0.0087 0.1579
0.0159 0.0084 0.0215
-0.0224 -0.0085 0.0165
-0.0252 -0.0695 -0.0361
0.0164 -0.0487 0.0442
-0.0056 0.0030 -0.0144
0.0077 -0.0087 -0.0255
-0.0190 0.0166 0.0072
0.0153 0.0021 0.0121
0.0353 -0.0008 0.0052
0.1193 -0.1786 0.0602
-0.0279 0.0155 -0.0399
-0.1046 0.0827 -0.1644
0.0822 0.0094 0.0345
0.4901 -0.2574 -0.1895
0.0147 0.0034 0.0172
-0.0621 0.0461 -0.0309
-0.0504 0.0201 -0.0115
0.0460 0.0042 0.0117
0.0392 -0.0313 -0.0365
-0.0388 0.0493 -0.0171
0.1044 0.7413 -0.9252
-0.5725 -0.4330 0.4798
0.0533 -0.0811 0.0690
-0.2641 -0.0139 0.0316
0.2509 -0.0994 -0.1503
0.0840 0.2025 0.0673
0.0089 0.1200 0.3121
-0.1263 -0.1191 -0.1997
0.0306 -0.0268 -0.0096
-0.0144 -0.0210 -0.0046
0.1152 0.0530 0.0263
-0.0381 -0.0088 -0.0185
0.0212 0.0284 0.0356
-0.0353 0.0172 0.0204
0.0903 -0.8213 -0.2269
0.1370 -0.4564 0.2112
-0.2828 0.2321 -0.0087
-0.1745 -0.0510 0.1203
0.1839 -0.0311 -0.1333
0.0102 0.0369 -0.0238
-0.0042 0.0019 -0.0103
-0.0954 0.0731 0.0733
0.0437 -0.0243 0.0183
-0.0390 0.0060 0.0693
0.0156 -0.0314 -0.0374
0.0549 0.3214 -0.0135
0.0538 -0.2632 -0.1154
-0.1572 0.4579 -0.2515
0.1592 0.2145 -0.0732
-0.0328 -0.1622 0.1813
-0.1088 -0.0455 -0.0657
0.0207 0.0164 0.0443
-0.0213 0.0024 -0.0770
-0.0115 0.0371 0.0334
0.0783 0.0060 -0.0703
-0.0054 -0.0106 0.0499
-0.1287 -0.0489 -0.1808
0.1431 0.1220 0.2879

Mulliken population analysis, charges in e, atoms 1 to 5: 0.577 -0.534 0.374 -0.423 -1.338

=====

No. 2
The following is a DFT calculation (the ωB97M-V functional and the def2-TZVPD basis) of the molecule C5H8N2S at a distorted geometry.

Computed properties:
- SMILES = [H]/N=C1/C=CCN1SC
- HOMO-LUMO gap (eV) = 9.43
- net charge = 0
- LUMO energy (eV) = 0.56
- HOMO energy (eV) = -8.874

Geometry (Å):
H  0.87123  2.25677  -0.44332
N  -0.21803  2.35316  -0.21049
C  -0.58612  1.11331  -0.25543
C  -1.86185  0.61593  0.03281
C  -1.98304  -0.72025  -0.25370
C  -0.60032  -1.21485  -0.45114
N  0.09564  -0.00222  -0.71068
S  1.68447  0.19181  -0.93069
C  2.16362  -0.22567  0.71545
H  -2.58684  1.52777  0.04794
H  -2.88764  -1.38537  -0.10247
H  -0.22160  -1.75563  0.44385
H  -0.57350  -1.81973  -1.32199
H  1.74760  -1.19255  1.15688
H  3.18711  -0.27715  0.83801
H  1.76927  0.53466  1.44498

Forces on the atoms, in the same order (eV/Å):
-2.6131 0.8819 0.3559
2.6512 -2.0464 -0.2117
1.0342 1.5710 -0.3819
-4.7448 0.7343 -1.1368
-1.3326 1.5609 2.3262
-0.2273 -0.5841 0.1820
0.3484 1.0728 -0.0873
2.0418 -1.2133 -0.6562
-2.3545 -0.2205 2.5661
0.5384 -2.3970 0.6464
1.2958 1.0417 -0.4390
-0.1598 0.0777 -0.5326
0.3416 -1.0221 -0.7187
0.4546 0.8998 -1.1944
2.2900 0.0041 0.0394
0.4362 -0.3607 -0.7574

Mulliken population analysis, charges in e, atoms 1 to 5: 0.262 -0.721 0.529 -0.465 -0.410

=====

No. 3
The following is a DFT calculation (the ωB97M-V functional and the def2-TZVPD basis) of a structure of composition C39H64FGeNO4PW.

Computed properties:
- HOMO-LUMO gap (spin up / spin down) (eV) = 5.87 / 6.28
- 2S+1 = 2
- net charge = +2
- LUMO energy (spin up / spin down) (eV) = -7.42 / -7.28
- HOMO energy (spin up / spin down) (eV) = -13.296 / -13.554

Geometry (Å):
W  0.44816  0.84473  -0.24616
C  -3.25874  -0.20276  0.71655
C  -2.45475  1.01384  1.12633
C  -2.52271  1.28373  2.61130
C  -2.81791  2.23736  0.31734
O  -1.00788  0.58349  0.84059
Ge  0.78025  0.66086  2.64852
O  0.90663  -1.08923  2.30027
C  0.57100  -2.08305  3.31917
C  1.32096  -3.35440  2.94153
C  -0.92986  -2.30897  3.27776
C  1.00593  -1.60480  4.70337
O  1.76715  1.09485  0.97276
C  2.48267  2.87489  -1.30590
C  3.67814  2.00877  -1.23451
C  2.38989  3.94853  -0.29610
C  1.81860  3.12023  -2.60427
H  -4.31746  -0.00334  0.88308
H  -2.97426  -1.07615  1.30598
H  -3.11615  -0.41474  -0.34454
H  -3.56376  1.47611  2.87487
H  -1.94262  2.16517  2.88405
H  -2.19107  0.42570  3.19454
H  -3.88547  2.40878  0.46877
H  -2.64601  2.08428  -0.74511
H  -2.28236  3.12218  0.64950
H  0.90044  -3.80787  2.03632
H  1.23798  -4.08719  3.74491
H  2.38618  -3.14056  2.78360
H  -1.25347  -2.56828  2.26657
H  -1.47561  -1.42175  3.60563
H  -1.20205  -3.12750  3.94604
H  2.05834  -1.30776  4.70184
H  0.89252  -2.40873  5.43061
H  0.39627  -0.77087  5.06571
H  4.03922  1.88946  -0.21659
H  4.44899  2.53234  -1.81877
H  3.53729  1.04230  -1.69919
H  2.55496  3.58294  0.71550
H  1.47469  4.52596  -0.35868
H  3.23704  4.61202  -0.52973
H  1.71035  2.24309  -3.23192
H  2.48745  3.82110  -3.12760
H  0.85830  3.61279  -2.47879
F  -0.01542  2.66943  -0.11514
O  1.46848  -0.55491  -1.15595
P  1.66993  -1.96544  -1.85971
C  2.76264  -2.89387  -0.71893
C  3.69394  -2.01177  0.13691
C  5.00739  -1.66122  -0.55562
C  5.74933  -2.92314  -0.97693
C  4.89073  -3.72273  -1.94978
C  3.53226  -4.07828  -1.34649
C  0.03772  -2.73636  -1.94038
C  -0.77315  -2.53609  -0.64628
C  -1.96080  -3.49678  -0.64805
C  -1.49611  -4.96102  -0.55444
C  -0.09296  -5.15362  -1.14425
C  0.12293  -4.23512  -2.34517
C  2.39176  -1.91325  -3.54300
C  1.42582  -2.19542  -4.71227
C  0.81125  -0.90069  -5.21637
C  1.89031  -0.03224  -5.88590
C  3.28141  -0.28555  -5.27916
C  3.19420  -0.61624  -3.79011
H  2.01629  -3.32293  -0.03291
H  3.93758  -2.60166  1.02993
H  3.16994  -1.12384  0.48875
H  5.61864  -1.05681  0.11797
H  4.82223  -1.05043  -1.44490
H  5.96555  -3.52816  -0.09026
H  6.70915  -2.67701  -1.43185
H  5.39067  -4.64890  -2.23615
H  4.77626  -3.14238  -2.87243
H  3.69883  -4.79044  -0.53344
H  2.92072  -4.61092  -2.07789
H  -0.46733  -2.18428  -2.74043
H  -1.13477  -1.50794  -0.59766
H  -0.15448  -2.70015  0.24600
H  -2.53199  -3.33916  -1.56800
H  -2.63979  -3.25889  0.17155
H  -2.20496  -5.59770  -1.08646
H  -1.50432  -5.29565  0.48462
H  0.04913  -6.19102  -1.44619
H  0.67004  -4.95662  -0.38423
H  -0.65337  -4.42885  -3.08898
H  1.06667  -4.46798  -2.84319
H  3.08668  -2.75556  -3.48861
H  0.68152  -2.95031  -4.46214
H  2.02797  -2.63958  -5.50872
H  0.38052  -0.36993  -4.36789
H  -0.00783  -1.10005  -5.90849
H  1.62233  1.02444  -5.79673
H  1.92596  -0.24777  -6.95497
H  3.92304  0.58643  -5.41582
H  3.78080  -1.10558  -5.79974
H  2.70002  0.20789  -3.28018
H  4.19465  -0.70364  -3.36178
N  -5.03568  1.81896  -8.64049
C  -4.40650  1.70603  -7.68806
C  -3.61249  1.56186  -6.50305
C  -2.74405  2.57728  -6.12562
C  -1.98108  2.43714  -4.98152
C  -2.08319  1.28180  -4.21268
C  -2.95713  0.26771  -4.59585
C  -3.72190  0.40787  -5.73784
C  -1.28668  1.12452  -3.04182
C  -0.61403  0.93999  -2.04770
H  -2.67179  3.47088  -6.73038
H  -1.30569  3.22707  -4.67986
H  -3.03601  -0.62851  -3.99430
H  -4.40446  -0.37306  -6.04391

Forces on the atoms, in the same order (eV/Å):
-0.0967 0.0812 -0.6740
0.0255 -0.0350 0.0058
0.0750 -0.1138 -0.0711
-0.0686 0.0367 0.0352
-0.0214 -0.0008 0.0136
-0.0618 -0.0774 0.1383
0.3916 -0.3796 0.5310
0.1190 0.4178 0.2072
0.0309 -0.0808 -0.0655
0.1466 0.0281 -0.0615
-0.0921 -0.1742 0.0376
0.0742 0.0068 -0.0444
-0.1702 -0.1635 0.1930
0.5144 0.7655 -0.3031
-0.1747 -0.1151 0.2247
-0.1857 -0.2021 0.0746
-0.1398 -0.1553 0.2077
0.0031 0.0007 0.0114
-0.0092 0.0310 -0.0378
-0.0296 0.0078 0.0099
0.0154 0.0198 0.0173
0.0184 0.0091 0.0002
-0.0265 0.0089 -0.0116
0.0172 0.0205 -0.0104
0.0051 -0.0124 -0.0307
0.0332 0.0121 -0.0027
0.0797 0.1043 0.0571
-0.0122 -0.0116 -0.0353
-0.2499 -0.0366 0.0384
0.0223 0.0108 0.0542
0.0461 -0.0480 -0.0010
-0.0335 0.0107 -0.0149
-0.0364 -0.0187 -0.0104
-0.0188 0.0066 -0.0103
0.0202 0.0237 -0.0616
0.0130 0.0096 0.0023
0.0050 0.0058 -0.0200
0.0109 -0.1397 -0.1030
0.0300 -0.0146 0.0031
-0.0029 0.0151 -0.0185
0.0284 -0.0048 -0.0034
0.0686 -0.1657 -0.0727
0.0109 0.0343 0.0048
-0.0392 0.0208 0.0052
-0.1278 0.2985 0.0283
-0.1068 -0.2332 -0.1848
0.0999 -0.2370 0.2630
-0.1941 -0.0448 0.1316
0.0586 -0.0765 0.0308
0.0056 0.0241 0.0721
-0.0207 -0.0115 -0.0037
0.0685 -0.0048 0.0177
-0.0561 -0.0433 -0.0214
0.0211 -0.0189 0.0237
0.0943 -0.0733 -0.0063
0.0292 -0.0293 0.0232
-0.0107 0.0003 -0.0215
0.0113 0.0161 -0.0086
0.0124 -0.0450 0.0064
0.0089 -0.0134 0.0606
0.0109 -0.0266 -0.0019
0.0176 0.0255 -0.1021
0.0261 -0.0150 0.0014
-0.0265 0.0036 -0.0081
0.0477 -0.0282 -0.0608
0.0808 0.1248 -0.0646
-0.0578 0.0595 -0.0812
-0.0173 0.0070 0.0164
-0.0118 -0.0184 -0.0093
-0.0242 0.0776 0.0108
0.0057 0.0044 -0.0174
-0.0135 0.0051 -0.0096
0.0033 0.0100 -0.0066
0.0813 -0.0384 0.0607
0.0101 -0.0031 0.0025
0.0272 0.0025 0.0357
-0.0076 0.0597 0.0148
0.0178 -0.0091 -0.0249
-0.0435 0.0218 -0.0835
0.0115 0.0104 -0.0012
-0.0014 -0.0075 0.0105
0.0053 0.0117 0.0251
0.0137 0.0200 -0.0091
0.0034 -0.0007 -0.0018
-0.0141 0.0063 -0.0140
-0.0121 -0.0137 0.0159
-0.0710 0.0032 0.0090
-0.0540 0.0684 -0.0259
-0.0131 0.1007 0.0209
-0.0291 -0.0424 0.0028
-0.1199 0.1066 0.1237
0.0261 0.0098 -0.0007
0.0118 -0.0300 0.0185
-0.0015 0.0197 0.0187
-0.0153 -0.0137 -0.0151
-0.0103 -0.0099 0.0122
-0.1111 0.1619 0.0057
-0.0438 0.0019 -0.0167
-0.0667 0.0080 -0.0888
-0.0116 0.0082 -0.0675
-0.0500 0.0121 -0.0207
0.1556 0.1914 0.0345
0.0259 0.2222 -0.1241
0.0104 -0.0075 0.0089
-0.1415 -0.1816 -0.0749
-0.0299 -0.2270 0.1136
-0.0834 -0.1194 -0.1646
0.2843 0.1803 -0.1088
0.0043 -0.0014 0.0200
-0.0174 -0.0029 -0.0101
-0.0115 0.0022 -0.0044
0.0015 0.0036 0.0167

Mulliken population analysis, charges in e, atoms 1 to 5: 1.204 -1.424 1.869 -1.755 -1.429

=====

No. 4
The following is a DFT calculation (the ωB97M-V functional and the def2-TZVPD basis) of a structure of composition ClI3MnO4 at a distorted geometry.

Computed properties:
- HOMO-LUMO gap (spin up / spin down) (eV) = 6.85 / 6.88
- 2S+1 = 6
- net charge = -2
- LUMO energy (spin up / spin down) (eV) = 4.75 / 4.74
- HOMO energy (spin up / spin down) (eV) = -2.105 / -2.134

Geometry (Å):
Mn  -14.71343  19.77029  15.17465
I  -15.17031  21.92997  13.54363
I  -15.93084  17.57569  14.01522
I  -11.87028  19.05464  14.89999
Cl  -13.85025  19.98180  18.79131
O  -14.03503  21.02284  19.77292
O  -12.44312  19.75978  18.58203
O  -14.46694  18.72020  19.14862
O  -14.56371  20.38716  17.58093

Forces on the atoms, in the same order (eV/Å):
1.1092 -0.2261 0.0714
-0.0896 -0.0725 0.2837
-0.0786 0.2330 0.2978
-0.6508 0.1941 0.0143
0.0770 -1.4196 0.0427
-0.2067 -0.3006 0.0355
-0.4992 0.4908 -0.2423
0.1317 0.4491 0.8355
0.2071 0.6519 -1.3386

Mulliken population analysis, charges in e, atoms 1 to 5: 0.618 -0.527 -0.541 -0.636 1.599

=====

Question: Among the records above, which one has the highest net charge?
Answer: C39H64FGeNO4PW